Entry from the Open Molecules 2025 dataset: one molecule with the formula C25H36N2O3 (ωB97M-V/def2-TZVPD).

As for the spin multiplicity: 1. For the total energy, the calculation gives -1309.42746 Eh. As for the total charge: 0.

Last column: natural (NBO) charge in e.
Element x y z (Å)
C 5.246 -1.043 1.859  -0.2489
O 3.926 -0.576 1.737  -0.5095
C 3.424 -0.359 0.481  0.3040
C 4.183 -0.425 -0.681  -0.3202
C 3.592 -0.196 -1.914  -0.1894
C 2.245 0.095 -1.999  -0.2660
C 1.485 0.153 -0.843  -0.1203
C 2.054 -0.072 0.399  -0.0833
C 1.215 0.020 1.641  -0.4321
C 0.927 1.490 1.981  -0.1974
N 0.079 2.092 0.973  -0.4567
C 0.327 3.498 0.741  -0.2078
C -0.420 3.944 -0.513  -0.4011
C -1.916 3.703 -0.347  -0.3873
C -2.157 2.232 -0.014  -0.2310
C -3.640 1.962 0.249  -0.2059
N -3.932 0.546 0.379  -0.4547
C -5.173 0.315 1.088  -0.3986
C -3.875 -0.154 -0.899  -0.2304
C -2.581 -0.900 -1.112  -0.0617
C -2.020 -1.651 -0.091  -0.2054
C -0.896 -2.433 -0.301  -0.2631
C -0.314 -2.487 -1.562  0.3015
O 0.742 -3.269 -1.930  -0.4931
C 1.314 -4.173 -1.016  -0.0853
C 2.356 -3.507 -0.104  -0.0895
O 3.091 -4.449 0.637  -0.7131
C -0.856 -1.709 -2.585  -0.2544
C -1.969 -0.928 -2.360  -0.1939
C -1.328 1.850 1.211  -0.2280
H 5.973 -0.305 1.502  0.1722
H 5.401 -1.209 2.924  0.1974
H 5.387 -1.986 1.322  0.1833
H 5.237 -0.652 -0.640  0.2176
H 4.197 -0.251 -2.807  0.2097
H 1.784 0.270 -2.959  0.2108
H 0.433 0.380 -0.891  0.2165
H 1.742 -0.439 2.477  0.2292
H 0.270 -0.500 1.480  0.2121
H 0.475 1.554 2.986  0.1697
H 1.878 2.027 2.010  0.1997
H 1.400 3.641 0.596  0.2033
H 0.007 4.120 1.600  0.1536
H -0.050 3.365 -1.360  0.2047
H -0.223 5.001 -0.702  0.2061
H -2.447 3.977 -1.261  0.2056
H -2.301 4.327 0.465  0.1919
H -1.821 1.620 -0.855  0.2112
H -4.241 2.422 -0.558  0.1651
H -3.919 2.452 1.186  0.1949
H -5.110 0.776 2.074  0.1991
H -5.318 -0.756 1.222  0.1973
H -6.053 0.727 0.569  0.1626
H -4.040 0.539 -1.738  0.1814
H -4.683 -0.894 -0.933  0.2065
H -2.479 -1.625 0.886  0.2201
H -0.498 -3.003 0.523  0.2082
H 1.820 -4.923 -1.633  0.1978
H 0.542 -4.679 -0.420  0.1615
H 3.078 -2.976 -0.728  0.1954
H 1.873 -2.774 0.554  0.1645
H 2.493 -4.923 1.226  0.4623
H -0.388 -1.748 -3.556  0.2246
H -2.379 -0.343 -3.171  0.2098
H -1.481 0.791 1.418  0.2206
H -1.689 2.426 2.087  0.1562

---

Entry from the Open Molecules 2025 dataset: a 9-piece molecular cluster, C5H27NO10 overall (ωB97M-V/def2-TZVPD).

As for the spin multiplicity: 1. For the total energy, the calculation gives -1013.83506 Eh. As for the total charge: -2.

Last column: natural (NBO) charge in e.
Element x y z (Å)
C 1.267 0.646 0.252  -0.0906
O 2.343 0.198 -0.623  -0.8406
C -0.048 0.794 -0.486  -0.0430
C -1.180 1.120 0.507  -0.4366
C -2.512 0.837 -0.171  -0.4598
C -3.737 1.502 0.648  0.0031
O -4.775 1.799 -0.157  -0.9786
N 0.249 1.843 -1.518  -0.9020
H 1.142 -0.168 0.973  0.1693
H 1.633 1.591 0.652  0.1920
H -0.329 -0.041 -1.121  0.1731
H -1.178 0.360 1.295  0.2056
H -1.082 2.115 0.934  0.2131
H -2.618 1.216 -1.181  0.1444
H -2.955 -0.149 -0.343  0.2036
H -3.276 2.363 1.193  0.0646
H -4.064 0.670 1.321  0.0764
H -0.317 1.958 -2.344  0.3530
H 1.214 1.742 -1.776  0.3767
H 2.813 -3.084 1.287  0.5155
H 1.891 -4.002 2.071  0.4694
O 2.820 -3.742 2.040  -1.0205
H 2.475 -0.851 -0.384  0.5067
H 3.011 -2.199 -0.939  0.4515
O 2.553 -2.227 -0.091  -1.1894
H 2.542 -0.842 2.423  0.4728
H 3.219 -2.050 3.060  0.4931
O 2.931 -1.158 3.245  -0.9782
H -0.852 4.119 -1.507  0.4855
H -2.302 3.886 -0.853  0.4947
O -1.645 4.523 -1.151  -0.9854
H -1.389 -3.795 1.370  0.4833
H -1.213 -4.903 0.394  0.4782
O -1.289 -4.754 1.342  -0.9620
H 0.987 -2.642 -0.287  0.5143
H -0.310 -2.453 -1.113  0.4564
O 0.099 -3.072 -0.502  -1.0314
H 4.544 1.053 0.817  0.4526
H 3.497 1.178 -0.304  0.4988
O 4.292 1.668 0.120  -1.0209
H -2.193 1.760 -2.601  0.4638
H -3.559 1.443 -3.077  0.4853
O -2.702 1.745 -3.414  -0.9577

---

One value per record, in order, for max |F|: 0.0126 0.0547 hartree/bohr.